[1]
Entry from OMol25: a molecular structure, C2H5AgO2 at a distorted geometry (wB97M-V/def2-TZVPD).

Computed properties:
2S+1: 3
DFT total energy (Eh): -376.3805
LUMO energy (spin up / spin down) (eV): -1.09 / -2.34

Geometry as XYZ:
```
10
Properties=species:S:1:pos:R:3:forces:R:3:mulliken_spin:R:1
Ag 2.192671 0.468035 0.054523 2.2 -1.1 0.0 0.2720
O 0.851284 -1.032880 -0.048852 -0.6 0.2 0.0 0.3187
O 0.757237 1.729896 0.023460 -1.4 1.5 0.3 0.4461
C -0.362675 -0.400088 0.340693 0.1 0.2 0.2 0.0526
C -0.424500 1.027704 -0.223439 -1.1 -0.8 -0.6 -0.0157
H 0.566902 -2.920906 -0.475845 0.0 -0.4 -0.1 0.9051
H -1.301718 1.531786 0.228399 0.4 0.1 0.0 0.0228
H -0.437600 -0.368534 1.442255 0.0 0.1 -0.2 0.0021
H -0.625864 0.959840 -1.314018 0.2 0.1 0.4 0.0012
H -1.215739 -0.994854 -0.027179 0.2 0.1 0.0 -0.0049
```
Positions in Å, forces in eV/Å.

[2]
Entry from OMol25: 2 unconnected molecules or ions with the total composition C2H5B at a distorted geometry (wB97M-V/def2-TZVPD).

Computed properties:
DFT total energy (Eh): -103.8146
LUMO energy (spin up / spin down) (eV): -0.24 / -0.56

Geometry as XYZ:
```
8
Properties=species:S:1:pos:R:3:forces:R:3:nbo_charge:R:1
C -1.056208 0.728050 0.028991 0.6 -4.8 -1.4 -0.3337
C -0.073497 0.034793 0.676380 0.6 0.2 -0.1 -0.7311
B 0.660602 -1.160510 0.147214 -0.4 2.2 -0.8 0.6741
H 2.053955 0.249601 -1.527167 -0.3 -0.5 0.6 -0.1386
H 0.383224 0.575433 1.492474 0.3 -0.1 0.4 0.2433
H -1.502244 0.084568 -0.792531 0.0 1.8 0.7 0.1867
H 0.899387 -2.169323 -0.354094 0.1 -0.7 0.3 -0.1010
H -1.365218 1.657387 0.328733 -0.9 2.0 0.4 0.2003
```
Positions in Å, forces in eV/Å.

[3]
Entry from OMol25: 2 unconnected molecules or ions with the total composition C2H5B at a distorted geometry (wB97M-V/def2-TZVPD).

Computed properties:
DFT total energy (Eh): -103.8383
LUMO energy (eV): -0.09

Geometry as XYZ:
```
8
Properties=species:S:1:pos:R:3:forces:R:3:nbo_charge:R:1
C 0.704031 -0.655885 -0.221628 -1.7 2.4 2.0 -0.7147
C -0.714068 -0.037591 -0.305876 -2.8 0.0 -1.8 -0.9011
B 0.091096 0.447610 0.798863 1.8 1.7 2.1 0.7432
H 0.789503 -1.666498 -0.017081 0.4 -1.7 0.6 0.2320
H 0.207796 1.998858 2.193013 -0.1 -2.8 -2.3 -0.1214
H -1.731923 -0.577285 -0.325089 1.9 0.8 0.0 0.2676
H 1.229098 -0.252205 -1.020350 1.5 0.1 -1.1 0.2266
H -0.575533 0.742995 -1.101851 -1.0 -0.5 0.6 0.2676
```
Positions in Å, forces in eV/Å.

[4]
Entry from OMol25: 2 unconnected molecules or ions with the total composition C2H5BO2 at a distorted geometry (wB97M-V/def2-TZVPD).

Computed properties:
DFT total energy (Eh): -254.4672
LUMO energy (eV): 0.24

Geometry as XYZ:
```
10
Properties=species:S:1:pos:R:3:forces:R:3:nbo_charge:R:1
O -0.059358 -0.102907 0.942391 -0.2 -0.5 0.2 -0.8688
O 2.359172 1.470280 0.822581 2.5 2.6 -1.9 -0.6722
C -1.886968 -1.578369 -0.455028 0.5 0.4 0.7 -1.0578
C 2.108427 2.430733 -0.088552 -1.0 -1.7 0.4 0.0718
B -0.922505 -0.818252 0.480519 -0.2 0.7 -0.3 1.1263
H 3.036535 2.985660 -0.415594 0.1 -0.6 1.3 0.0683
H -1.161803 -1.866119 -1.198203 -0.1 -0.7 -0.7 0.2670
H 1.661975 0.834967 0.886701 -1.8 -0.3 0.2 0.5255
H -2.486428 -2.375043 -0.067530 0.4 -0.9 0.5 0.2672
H -2.649048 -0.980950 -0.907285 -0.1 1.0 -0.4 0.2727
```
Positions in Å, forces in eV/Å.

[5]
Entry from OMol25: 2 unconnected molecules or ions with the total composition C2H5BS2 at a distorted geometry (wB97M-V/def2-TZVPD).

Computed properties:
DFT total energy (Eh): -900.3701
Structure (SMILES): C1CS1.B=S
LUMO energy (eV): 0.55

Geometry as XYZ:
```
10
Properties=species:S:1:pos:R:3:forces:R:3:nbo_charge:R:1
S -1.485631 -3.799655 -0.608912 0.2 0.2 -0.2 -0.2184
S 0.283563 -0.239028 1.175325 -0.2 -1.1 0.5 0.1203
C 1.321254 1.188226 0.997356 -4.4 2.2 1.7 -0.4910
C 0.198827 1.094778 0.009872 1.5 -0.8 3.3 -0.4730
B -1.588370 -2.386855 -1.352195 0.1 -2.7 1.5 0.3026
H -1.878300 -1.426043 -1.765698 -0.4 2.6 -1.3 -0.0878
H 2.216148 1.008632 0.596547 3.6 -0.3 -1.0 0.2130
H 1.103578 2.006066 1.741339 1.0 -1.1 -0.7 0.2266
H -0.600705 1.689322 0.124685 -2.6 2.2 0.4 0.2075
H 0.429637 0.864555 -0.918318 1.1 -1.1 -4.3 0.2002
```
Positions in Å, forces in eV/Å.

[6]
Entry from OMol25: a molecular structure, C2H5BrN at a distorted geometry (wB97M-V/def2-TZVPD).

Computed properties:
DFT total energy (Eh): -2707.5778
LUMO energy (eV): -4.60
Charge: +1

Geometry as XYZ:
```
9
Properties=species:S:1:pos:R:3:forces:R:3:nbo_charge:R:1
Br 2.538195 0.073795 0.049188 -1.2 -0.4 0.1 0.2314
N -0.381474 -0.460032 0.544402 -0.6 -0.7 -3.8 -0.5385
C 0.769599 -0.424052 -0.420139 -2.4 2.7 0.3 -0.1793
C -0.678600 0.861823 -0.042400 -0.1 -5.7 -6.1 -0.1985
H -0.281598 1.690397 0.385839 0.9 2.2 1.4 0.2430
H -0.144162 -0.292840 1.439030 1.2 -0.2 4.3 0.4376
H 0.634248 -0.969531 -1.366931 -0.2 0.3 0.8 0.2671
H -1.363489 0.742136 -1.010164 1.5 0.9 2.7 0.2727
H -1.092716 -1.221693 0.421175 0.8 0.8 0.3 0.4645
```
Positions in Å, forces in eV/Å.

[7]
Entry from OMol25: 2 unconnected molecules or ions with the total composition C2H5BrN2O at a distorted geometry (wB97M-V/def2-TZVPD).

Computed properties:
2S+1: 3
DFT total energy (Eh): -2837.6944
LUMO energy (spin up / spin down) (eV): 0.73 / -2.03

Geometry as XYZ:
```
11
Properties=species:S:1:pos:R:3:forces:R:3:mulliken_spin:R:1
Br 3.483645 -0.219719 0.094578 0.2 -0.2 0.5 0.1197
O -0.742331 1.185222 0.579419 0.8 3.7 1.3 -0.0074
N -0.607139 0.025737 0.292685 -4.0 -0.1 -0.8 -0.0590
N 0.294197 -0.618504 -0.122088 2.7 -2.8 -0.6 0.9598
C 2.082165 0.845159 -0.434007 1.5 2.4 0.1 0.8784
C -1.838174 -0.727715 0.247693 -3.4 -4.0 -0.1 0.0797
H -2.101070 -1.185233 -0.763801 0.8 1.1 1.0 -0.0054
H -1.622876 -1.635498 0.847466 -0.4 0.5 -0.1 -0.0035
H -2.820764 -0.311720 0.628292 1.8 0.5 -0.2 0.0242
H 1.838068 1.774014 0.124523 0.3 -1.1 -0.2 0.0113
H 2.034281 0.868257 -1.494759 -0.5 0.0 -0.7 0.0023
```
Positions in Å, forces in eV/Å.

[8]
Entry from OMol25: 2 unconnected molecules or ions with the total composition C2H5BrN3 at a distorted geometry (wB97M-V/def2-TZVPD).

Computed properties:
DFT total energy (Eh): -2817.1014
LUMO energy (eV): -5.28
Charge: +1

Geometry as XYZ:
```
11
Properties=species:S:1:pos:R:3:forces:R:3:nbo_charge:R:1
Br 2.626627 1.200855 -3.213754 0.2 0.0 -0.4 0.1471
N 1.541867 0.673995 -0.734910 -1.4 -0.7 -1.3 -0.7062
N -1.060265 -0.622581 1.427826 -3.6 -1.7 0.4 0.1802
N -0.099658 -0.097357 1.202991 3.2 1.5 1.4 -0.0684
C -2.178406 -1.049909 1.762535 -0.1 1.0 0.5 -0.2018
C 1.320061 0.717876 -1.993878 -0.5 0.1 0.7 0.0598
H 0.335067 0.213098 0.314030 1.3 0.5 -2.0 0.4273
H -2.887415 -0.337678 2.083469 -0.7 1.3 -0.2 0.2689
H 2.516216 0.769953 -0.469960 0.1 0.3 0.0 0.3972
H -2.427227 -1.992122 2.097661 0.3 -2.4 0.0 0.2720
H 0.313132 0.523870 -2.476010 1.2 0.3 0.9 0.2238
```
Positions in Å, forces in eV/Å.

[9]
Entry from OMol25: 2 unconnected molecules or ions with the total composition C2H5BrO3S at a distorted geometry (wB97M-V/def2-TZVPD).

Computed properties:
DFT total energy (Eh): -3277.0708
LUMO energy (eV): 0.08

Geometry as XYZ:
```
12
Properties=species:S:1:pos:R:3:forces:R:3:nbo_charge:R:1
Br 3.021811 1.136525 0.186233 0.0 0.2 0.1 -0.3205
S 2.479817 -1.009051 -0.460487 1.4 0.1 -1.1 1.5812
O 0.201803 -0.400120 -1.282001 -1.8 0.9 0.5 -0.5613
O 3.982572 -1.617348 -0.390546 2.5 1.5 -1.9 -0.9006
O 1.878709 -1.678372 0.629188 -0.9 -0.5 1.2 -0.8859
C -1.238799 0.866678 0.248360 -3.8 -1.2 1.3 -0.7215
C -0.898189 -0.050480 -0.873201 1.6 0.3 0.0 0.4637
H 4.665245 -1.100479 -1.019302 -2.4 -1.5 2.0 0.5099
H -1.373083 0.151597 1.153351 0.3 1.1 -1.3 0.2585
H -1.782580 -0.449586 -1.294641 -1.1 -0.9 -0.9 0.1087
H -0.572449 1.607479 0.520263 1.7 1.3 0.4 0.2398
H -2.334222 1.370830 0.148123 2.6 -1.3 -0.1 0.2280
```
Positions in Å, forces in eV/Å.

[10]
Entry from OMol25: 2 unconnected molecules or ions with the total composition C2H5BrOS at a distorted geometry (wB97M-V/def2-TZVPD).

Computed properties:
DFT total energy (Eh): -3126.5307
LUMO energy (eV): -0.99

Geometry as XYZ:
```
10
Properties=species:S:1:pos:R:3:forces:R:3:nbo_charge:R:1
Br -3.121644 0.232523 -0.148337 0.5 -0.9 0.0 0.0985
S -0.603155 -1.611550 0.291984 0.2 2.4 -0.8 0.3503
O -0.129560 2.104652 0.476612 0.9 1.6 0.5 -0.9315
C -1.274664 -0.183028 -0.430162 0.2 -1.3 0.6 -0.4487
C 1.223660 -1.134376 0.003257 -1.7 -1.2 0.4 -0.6789
H -0.618936 1.325250 0.298514 -0.7 -1.5 0.0 0.4503
H 1.517300 -0.199351 0.388764 -0.4 1.3 0.8 0.2444
H 1.394784 -1.090233 -1.048134 0.2 -0.6 -0.7 0.2313
H -0.126027 2.436241 -0.420190 0.3 0.6 -0.3 0.4612
H 1.738244 -1.880132 0.587692 0.4 -0.5 -0.4 0.2231
```
Positions in Å, forces in eV/Å.

Q: Among the records above, which one has the highest DFT total energy?
A: number 2